# C28H46BrNOP2Zn

A structure of composition C28H46BrNOP2Zn in a non-equilibrium geometry (ωB97M-V with the def2-TZVPD basis set, the Open Molecules 2025 dataset).

The geometry in XYZ format:
```
80
Properties=species:S:1:pos:R:3:forces:R:3
H -3.442174 -1.318145 -0.261676 -0.16 -0.15 0.01
H 0.186377 -3.124370 0.199104 -0.28 0.14 -0.27
C -3.041882 1.748699 -2.312363 -0.30 1.38 -1.54
H -5.143805 2.588246 -6.373415 0.25 0.24 0.16
C -0.349613 3.025889 -2.154612 -0.07 -0.20 -0.76
C -1.492483 -4.494693 -0.168516 -0.21 -0.02 -0.07
C 1.777585 3.203246 -3.266907 -2.20 -0.50 -0.84
H -1.713463 -1.175047 3.214034 -0.27 0.03 0.11
H 3.905809 -2.476351 -2.960421 0.07 0.25 -0.17
Br 3.481723 2.788760 -2.821709 1.90 1.48 -0.68
H 2.846723 -2.212558 2.267254 0.18 0.14 0.11
C -0.887376 -3.067743 -0.045896 -0.11 -0.21 0.66
H 1.879340 2.421629 -5.296727 0.02 0.00 0.11
C 4.525007 0.999392 -0.517705 -0.47 0.62 -0.34
H 0.006489 -1.129010 -4.316721 -0.01 -0.32 0.09
H -2.990852 -3.423625 -2.443482 0.34 0.41 0.12
H 3.696762 1.648324 -0.872981 0.81 -0.18 0.83
H 6.132503 2.330717 -1.136447 -0.05 -0.27 -0.16
C -0.230032 -2.205772 -4.260141 -0.02 -0.01 -0.20
C -0.827346 -0.643761 3.540843 -0.52 -0.01 -0.44
C 5.848970 1.274741 -1.258704 0.02 0.10 0.41
C -4.084723 2.104248 -4.544562 -0.67 0.43 -0.01
H -6.106465 5.092617 -3.206651 0.33 -0.07 -0.40
C 3.815002 -1.445459 -3.328770 -0.31 -0.22 -0.26
H 2.871879 0.426194 -2.676138 -0.21 -0.73 -0.08
C -4.699627 3.540019 -2.691863 -0.42 -0.20 0.44
N -5.547181 3.962668 -4.885141 -1.01 0.07 0.46
C 3.494976 -1.487099 1.761911 -0.14 -0.14 0.48
C -1.900333 1.171603 -2.957198 -0.37 -0.42 0.99
H -2.583330 -4.474962 0.008055 0.55 -0.01 -0.12
H 1.123235 1.774098 2.088830 0.29 -0.21 0.10
H -2.084415 0.522188 -3.829064 -0.15 0.78 0.19
C -0.041607 2.063949 -4.381981 0.20 -0.39 0.78
H 3.374358 -1.464126 -4.329277 0.07 -0.01 -0.01
C 2.967872 -0.627017 -2.352434 -0.25 0.97 -0.04
C 0.902378 3.615423 -2.252051 0.36 -0.70 0.38
H -1.322715 -4.942949 -1.163877 0.00 0.19 0.44
H 4.652466 1.178077 0.559095 0.02 -0.16 -0.23
C 1.249368 2.606450 -4.434071 -0.39 -0.02 0.65
H 4.376714 -2.040550 1.389939 -0.47 0.28 0.11
H 1.863153 -1.379058 0.270599 -0.03 -0.01 0.28
H -3.142115 1.919898 -1.228458 0.38 0.44 -0.47
P -1.127143 -2.049504 -1.543329 0.01 -1.50 -0.08
H 5.847930 1.023466 -2.330519 -0.19 0.08 0.31
H 3.853756 -0.763657 2.512199 -0.13 -0.25 -0.27
C 2.722521 -0.793957 0.623025 -0.30 0.24 -0.03
H 0.467490 -2.731439 -4.932541 -0.28 0.27 0.21
C -3.991603 2.402734 -3.159470 -0.65 -0.08 -0.27
P 3.859203 -0.672376 -0.767636 2.02 -1.35 0.11
H 0.975153 -2.548679 -2.489816 -0.24 -0.20 -0.20
H 1.287623 4.160503 -1.400267 0.04 0.17 -0.09
H -4.598910 3.884914 -1.652060 -0.21 -0.36 -0.46
H -4.761572 -1.592904 -1.405218 0.20 -0.23 0.20
O -0.901447 0.432334 1.360818 0.55 -0.26 1.05
C -2.859410 -2.390198 -2.080365 0.06 0.48 0.05
C -0.045184 -2.767170 -2.840899 0.37 0.09 0.10
C -5.498595 4.267619 -3.587459 0.85 -0.37 0.21
C 0.858245 1.066011 2.876559 0.26 0.88 0.04
H 0.678244 1.649908 3.785279 -0.28 -0.02 -0.05
H -1.246162 -2.350674 -4.667155 0.38 -0.03 0.28
H -3.022955 -1.709648 -2.925558 -0.01 -0.27 -0.03
C -0.365960 0.315297 2.485134 0.20 -0.49 -1.16
H -0.059620 -1.393539 3.763600 0.09 0.34 -0.01
H -0.123893 -3.866874 -2.831635 -0.25 0.38 0.07
H -4.183751 -2.936412 -0.398075 0.22 0.38 -0.18
H -1.020804 3.265897 -1.327459 0.27 -0.07 -0.05
H 6.642311 0.675970 -0.794329 -0.14 0.10 -0.18
H -3.523713 1.296414 -4.986844 -0.18 -0.14 -0.03
H 1.956708 -1.030074 -2.182688 0.22 0.06 -0.22
H 1.694686 0.413343 3.183262 -0.39 0.05 -0.49
C -4.941994 2.871026 -5.340119 0.81 -0.45 0.39
H -1.021855 -0.058202 4.443494 -0.04 -0.27 0.05
C -0.740834 2.110067 -3.162841 0.23 0.56 0.14
H -0.455407 1.432318 -5.174631 0.38 0.38 0.07
H -1.055265 -5.181407 0.575621 -0.12 0.42 -0.28
C -3.863211 -2.050230 -0.966443 -0.33 0.16 0.00
H 4.832111 -1.034029 -3.408482 -0.34 -0.12 0.06
Zn -0.922297 0.281296 -1.417408 0.27 -0.84 0.27
H -1.355923 -2.513391 0.795470 0.24 -0.31 -0.43
H 2.389975 0.213670 0.897684 -0.24 -0.25 0.11
```
Positions in Å, forces in eV/Å.

## Properties
**Total charge**: +2
**Strongest force on any atom**: 2.51 eV Å⁻¹
**HOMO level**: -12.1123 eV
**Relative energy (zero: lowest compared OMol25 entry of this formula, charge and spin)**: 1.792 eV
**LUMO**: -8.4 eV

What are the Löwdin partial charges on each atom? They are as follows, in elementary charge units: atom 1 (H): 0.06, atom 2 (H): 0.08, atom 3 (C): 0.05, atom 4 (H): 0.13, atom 5 (C): -0.05, atom 6 (C): -0.11, atom 7 (C): -0.68, atom 8 (H): 0.08, atom 9 (H): 0.07, atom 10 (Br): 1.05, atom 11 (H): 0.06, atom 12 (C): -0.37, atom 13 (H): 0.12, atom 14 (C): -0.48, atom 15 (H): 0.06, atom 16 (H): 0.11, atom 17 (H): -0.04, atom 18 (H): 0.07, atom 19 (C): -0.12, atom 20 (C): 0.00, atom 21 (C): -0.18, atom 22 (C): 0.04, atom 23 (H): 0.13, atom 24 (C): -0.17, atom 25 (H): 0.00, atom 26 (C): 0.04, atom 27 (N): 0.11, atom 28 (C): -0.17, atom 29 (C): -0.29, atom 30 (H): 0.07, atom 31 (H): 0.09, atom 32 (H): 0.10, atom 33 (C): -0.02, atom 34 (H): 0.07, atom 35 (C): -0.45, atom 36 (C): -0.09, atom 37 (H): 0.07, atom 38 (H): 0.09, atom 39 (C): -0.07, atom 40 (H): 0.06, atom 41 (H): 0.04, atom 42 (H): 0.14, atom 43 (P): 0.90, atom 44 (H): 0.05, atom 45 (H): 0.07, atom 46 (C): -0.45, atom 47 (H): 0.09, atom 48 (C): -0.19, atom 49 (P): 0.94, atom 50 (H): 0.05, atom 51 (H): 0.12, atom 52 (H): 0.13, atom 53 (H): 0.08, atom 54 (O): -0.04, atom 55 (C): -0.37, atom 56 (C): -0.38, atom 57 (C): -0.08, atom 58 (C): -0.02, atom 59 (H): 0.11, atom 60 (H): 0.08, atom 61 (H): 0.06, atom 62 (C): -0.45, atom 63 (H): 0.11, atom 64 (H): 0.10, atom 65 (H): 0.08, atom 66 (H): 0.12, atom 67 (H): 0.08, atom 68 (H): 0.11, atom 69 (H): 0.02, atom 70 (H): 0.10, atom 71 (C): -0.08, atom 72 (H): 0.11, atom 73 (C): -0.30, atom 74 (H): 0.13, atom 75 (H): 0.09, atom 76 (C): -0.13, atom 77 (H): 0.07, atom 78 (Zn): 0.85, atom 79 (H): 0.08, atom 80 (H): 0.05